{
  "formula": "C52H52AsGeN5NaO2S",
  "method": "ωB97M-V/def2-TZVPD",
  "e_above_lowest_kcal_mol": 45.1,
  "orbital_gap_ev": 6.1952,
  "charge": -1,
  "total_energy_ha": -7310.265073,
  "homo_energy_ha": -0.158,
  "elements": ["Na", "C", "C", "C", "C", "C", "C", "N", "C", "C", "C", "C", "C", "N", "C", "C", "C", "C", "C", "C", "N", "H", "H", "H", "H", "H", "H", "H", "H", "H", "H", "H", "H", "H", "H", "H", "C", "C", "C", "C", "N", "C", "S", "N", "H", "H", "H", "H", "H", "C", "As", "C", "C", "C", "C", "C", "C", "C", "C", "H", "H", "H", "H", "H", "H", "H", "H", "H", "H", "H", "H", "H", "O", "C", "O", "C", "C", "Ge", "C", "C", "C", "C", "C", "C", "C", "C", "C", "C", "C", "C", "C", "C", "C", "C", "C", "C", "H", "H", "H", "H", "H", "H", "H", "H", "H", "H", "H", "H", "H", "H", "H", "H", "H", "H", "H"],
  "coordinates": [[-1.4873, 0.3689, -0.0731], [-2.9795, 0.9705, 3.4362], [-1.5037, 1.2036, 3.4879], [-0.9413, 1.5480, 4.7757], [0.4382, 1.6913, 4.8790], [1.1902, 1.7361, 3.7010], [0.6080, 1.3562, 2.4976], [-0.7318, 1.0294, 2.4334], [1.4756, 1.1579, 1.2963], [2.8385, 0.9340, 1.4614], [3.5924, 0.8320, 0.3090], [3.0195, 0.7540, -0.9395], [1.6173, 0.9269, -1.0207], [0.8955, 1.1654, 0.0893], [0.8266, 0.6786, -2.2578], [1.3940, 0.0228, -3.3616], [0.6545, -0.1526, -4.5169], [-0.6879, 0.1363, -4.5065], [-1.1585, 0.9123, -3.4223], [-2.5684, 1.4213, -3.5599], [-0.4279, 1.1645, -2.3081], [-3.5820, 1.8226, 3.8712], [-3.2356, 0.1071, 4.0715], [-3.3331, 0.8612, 2.3551], [-1.6042, 1.5774, 5.6803], [0.9142, 1.8034, 5.8338], [2.2503, 2.0564, 3.7036], [3.2541, 0.7388, 2.4706], [4.6437, 0.8228, 0.4418], [3.6228, 0.6528, -1.8512], [2.4615, -0.2497, -3.3164], [1.1232, -0.5588, -5.4096], [-1.3523, -0.1988, -5.3144], [-2.6870, 2.0603, -4.4787], [-2.8596, 1.9881, -2.6653], [-3.2866, 0.5643, -3.6676], [-6.2161, -1.4178, -0.3410], [-6.1258, 0.0833, -0.1384], [-7.1982, 0.9013, 0.1976], [-6.8861, 2.2314, 0.2980], [-5.6735, 2.7155, 0.1617], [-4.7009, 1.8929, -0.2705], [-3.1565, 2.5789, -0.5386], [-4.9006, 0.5570, -0.3925], [-7.1018, -1.6910, -0.9374], [-6.3068, -1.9392, 0.6125], [-5.2936, -1.7117, -0.8578], [-8.1938, 0.5241, 0.3780], [-7.6245, 2.9847, 0.5199], [-0.7821, 7.0387, 1.8091], [0.3705, 5.9383, 0.5994], [2.0732, 6.9477, 0.7349], [-0.3383, 6.7039, -1.0751], [0.7013, 7.0175, -2.1299], [0.8935, 8.3477, -2.5568], [1.8742, 8.6429, -3.5044], [2.5625, 7.6107, -4.0982], [2.3453, 6.2792, -3.7525], [1.4126, 5.9744, -2.7473], [-0.7401, 8.1140, 1.4634], [-0.3036, 6.9631, 2.8455], [-1.8006, 6.6876, 1.8931], [1.9075, 8.0061, 0.4696], [2.8020, 6.5424, 0.0203], [2.4832, 6.8982, 1.8003], [-0.8919, 7.5932, -0.8015], [-0.9653, 5.8609, -1.4603], [0.2550, 9.0966, -2.1011], [2.1622, 9.6813, -3.5799], [3.2993, 7.8760, -4.8402], [2.8860, 5.4467, -4.2334], [1.2022, 4.9860, -2.4052], [-2.0705, -1.7468, -1.3450], [-1.3824, -2.7633, -1.1630], [-0.2089, -2.7521, -0.4620], [-1.8153, -4.1670, -1.6939], [-0.6438, -5.1127, -1.4751], [0.6001, -4.4485, 0.0332], [0.8557, -3.8200, 1.8900], [-0.2409, -3.5881, 2.7244], [-0.0502, -3.1291, 4.0480], [1.2265, -2.8706, 4.5199], [2.3136, -3.1012, 3.7095], [2.1547, -3.5490, 2.4129], [0.8646, -6.3540, 0.7834], [-0.2359, -7.1499, 1.0942], [-0.0688, -8.3310, 1.7827], [1.2106, -8.7158, 2.2516], [2.2844, -7.8990, 1.9674], [2.1224, -6.7098, 1.2373], [2.2947, -4.2234, -0.8945], [2.9872, -2.9828, -0.8730], [4.2936, -2.8688, -1.3714], [4.8740, -3.9222, -2.0592], [4.1270, -5.1058, -2.1880], [2.8594, -5.2566, -1.6758], [-2.1472, -4.0224, -2.7327], [-2.6874, -4.3920, -1.0676], [0.1060, -5.1175, -2.3108], [-0.9941, -6.1289, -1.3049], [-1.2605, -3.7536, 2.3493], [-0.9367, -3.0459, 4.7220], [1.3827, -2.4019, 5.5022], [3.2634, -2.8327, 4.1528], [3.0463, -3.7253, 1.8200], [-1.2782, -6.9341, 0.7356], [-0.9608, -8.9372, 2.0563], [1.2694, -9.6428, 2.8567], [3.2485, -8.2280, 2.3064], [2.9900, -6.0606, 1.1324], [2.5813, -2.1449, -0.3408], [4.8325, -1.9416, -1.2293], [5.8613, -3.8083, -2.5409], [4.5288, -5.9609, -2.7606], [2.3793, -6.2214, -1.7664]],
  "atomic_forces_ev_per_a": [[-0.222, 0.056, -0.194], [-1.315, 0.437, -1.102], [0.890, 0.662, 1.842], [-0.093, -0.701, -0.226], [-1.078, 0.363, -0.644], [0.601, -0.024, -0.282], [-1.178, -0.483, 0.790], [1.013, 0.457, -0.684], [-0.469, 0.013, -0.188], [-0.384, -0.258, 0.479], [0.074, -0.078, 0.270], [-0.761, 0.762, -0.706], [0.113, -0.739, 1.120], [0.243, -0.287, -0.136], [-0.161, 0.123, -1.254], [1.082, 0.786, 0.745], [0.175, -0.775, -0.180], [0.151, 0.567, 0.443], [-0.302, -0.714, -0.046], [-0.648, 0.098, -0.252], [-0.237, -0.362, -1.097], [0.908, -0.652, -0.473], [0.025, 0.046, -0.524], [0.421, -0.115, 1.513], [0.737, -0.031, -1.030], [0.119, 0.282, 0.302], [-0.825, -0.388, 0.197], [-0.136, 0.437, -0.965], [0.965, -0.370, -0.193], [-0.257, 0.001, 0.581], [-0.741, -0.027, -0.161], [-0.046, -0.221, 0.207], [0.296, 0.566, 0.343], [0.251, -0.562, 0.791], [0.041, -0.170, -0.470], [0.682, 0.620, 0.123], [-0.297, 0.274, -0.175], [0.725, -0.611, -0.563], [0.002, -0.683, -0.112], [0.120, 0.543, 0.339], [-0.156, 0.744, -0.585], [0.136, -0.111, 0.848], [0.265, 0.050, 0.567], [-0.372, 0.149, 0.032], [0.291, 0.105, 0.121], [0.110, -0.046, 0.059], [-0.340, -0.131, 0.211], [-0.037, -0.069, -0.081], [-0.451, 0.051, 0.232], [1.757, 0.909, 0.880], [-0.003, -0.260, 0.556], [0.093, 0.621, 0.989], [0.380, -0.961, -0.858], [-0.465, 0.278, -0.335], [0.127, -1.145, 0.375], [-0.652, 0.062, 1.375], [0.616, -0.174, -0.449], [-0.516, -0.673, 0.448], [0.331, 1.529, -0.296], [-0.170, -1.074, 0.482], [-0.689, 0.225, -1.309], [-0.174, -0.175, -0.255], [0.126, -0.302, 0.176], [-0.207, -0.028, 0.313], [-0.525, -0.047, -1.463], [-0.383, 0.008, -0.183], [-0.002, 1.000, 0.335], [0.285, 0.224, -0.038], [-0.059, 0.076, -0.741], [0.227, -0.180, -0.115], [-0.237, 0.664, 0.177], [0.104, -0.725, -0.043], [1.049, -1.051, 0.374], [1.347, 0.592, 0.758], [-2.885, 1.281, -1.353], [0.909, 1.396, 0.440], [0.084, -0.099, 0.028], [-0.115, -1.913, -0.716], [0.357, 1.204, 0.435], [0.287, 0.167, 0.663], [-1.112, -0.492, -0.100], [-0.771, 0.472, 0.630], [0.254, 0.433, 0.114], [-0.758, -0.536, -0.315], [-0.038, 1.039, -0.357], [-0.686, -0.460, -0.668], [-0.050, -0.832, 1.121], [-1.505, -0.329, -0.053], [0.086, -0.038, -0.194], [-0.050, -1.072, 0.861], [0.751, 1.018, -0.977], [0.529, -1.478, 0.309], [-0.572, 0.021, -0.214], [-0.127, -0.382, -0.232], [0.954, -0.379, -1.198], [0.033, 0.764, 1.293], [0.006, -0.104, 0.300], [0.066, -0.303, -0.233], [-0.871, 0.025, 0.476], [0.195, -0.072, -0.093], [0.421, 0.059, 0.229], [0.815, 0.195, -0.642], [-0.171, -0.463, -0.332], [0.385, -0.210, -0.396], [-0.150, 0.054, -0.141], [1.126, 0.172, 0.327], [0.749, 0.354, -0.293], [0.304, 0.695, -0.503], [0.496, 0.141, 0.149], [-0.170, -0.082, -0.281], [-0.340, 0.281, 0.222], [0.036, 0.129, -0.085], [-0.567, -0.221, 0.466], [0.001, 0.586, 0.301], [-0.201, 0.001, 0.027]],
  "mulliken_charge": [0.553, -1.082, 0.677, -0.593, -0.721, -0.635, 0.317, 0.370, 0.426, -0.709, -0.980, -0.708, 0.581, -0.070, 0.602, -0.347, -0.830, -0.640, 0.676, -0.910, -0.196, 0.380, 0.329, -0.025, 0.333, 0.465, 0.512, 0.419, 0.537, 0.450, 0.166, 0.414, 0.382, 0.383, -0.274, 0.275, -1.063, 0.863, -0.858, -0.143, -0.522, -0.044, -0.303, -0.152, 0.345, 0.250, 0.170, 0.390, 0.421, -1.169, 0.490, -1.114, -1.239, 0.599, -0.433, -0.567, -0.320, -0.602, -0.533, 0.339, 0.329, 0.343, 0.334, 0.295, 0.342, 0.477, 0.379, 0.306, 0.340, 0.344, 0.362, 0.716, -0.595, 0.492, -0.028, -0.611, -1.380, 1.427, 0.529, -0.550, -0.722, -0.378, -0.878, 0.161, 0.239, -0.432, -0.575, -0.472, -0.973, -0.363, -0.468, 0.170, -0.740, -0.610, -0.557, -0.112, 0.381, 0.283, 0.341, 0.490, 0.256, 0.320, 0.340, 0.393, 0.333, 0.204, 0.302, 0.319, 0.398, 0.220, 0.515, 0.360, 0.337, 0.321, 0.408]
}